C32H43NO5 | the ωB97M-V functional and the def2-TZVPD basis

Results
M = 521.70 g/mol
Relative energy (zero: lowest compared OMol25 entry of this formula, charge and spin) = 0.0390 eV
Max |F| = 0.0229 hartree/bohr
Energy = -45609.4223 eV

Last column: Löwdin charge in e.
Element x y z (Å)
1 C 0.341 -2.929 7.942  -0.1197
2 C -0.360 -2.732 6.603  -0.2771
3 C 0.553 -2.068 5.576  -0.2337
4 C -0.145 -1.873 4.231  -0.2170
5 H -0.467 -2.846 3.856  0.1209
6 H -1.030 -1.252 4.379  0.1206
7 C 0.794 -1.213 3.225  -0.1433
8 C 0.233 -0.978 1.855  -0.1070
9 C -1.040 -1.331 1.553  0.0664
10 C -1.613 -1.144 0.249  -0.4474
11 O -2.738 -1.444 -0.084  0.0987
12 O -0.807 -0.579 -0.694  0.0966
13 C 0.453 -0.167 -0.445  -0.1155
14 C 1.108 0.461 -1.509  -0.0306
15 C 2.430 0.864 -1.304  -0.1906
16 C 3.049 0.663 -0.073  0.0525
17 C 2.381 0.072 0.984  -0.1877
18 C 1.043 -0.362 0.824  -0.0072
19 O 2.972 -0.115 2.195  -0.1049
20 C 4.304 0.295 2.392  -0.0660
21 H 4.533 0.036 3.424  0.0984
22 H 4.994 -0.234 1.727  0.1003
23 H 4.419 1.375 2.259  0.1000
24 H 4.068 0.980 0.060  0.0891
25 O 3.057 1.455 -2.355  -0.0801
26 C 4.392 1.877 -2.220  -0.0685
27 H 5.061 1.038 -2.004  0.1004
28 H 4.659 2.307 -3.184  0.0974
29 H 4.499 2.643 -1.445  0.0989
30 C 0.488 0.695 -2.875  -0.2000
31 C 0.646 -0.567 -3.698  -0.1735
32 C -0.188 -1.664 -3.547  -0.0095
33 C -0.007 -2.815 -4.297  -0.0084
34 C 1.028 -2.892 -5.220  -0.2791
35 C 1.876 -1.795 -5.372  -0.0011
36 C 1.683 -0.656 -4.621  -0.0217
37 H 2.350 0.184 -4.752  0.1113
38 H 2.678 -1.863 -6.091  0.1153
39 O 1.299 -3.972 -6.010  -0.0899
40 C 0.461 -5.096 -5.915  -0.0966
41 H 0.489 -5.536 -4.912  0.0941
42 H 0.849 -5.816 -6.633  0.0909
43 H -0.574 -4.850 -6.173  0.0950
44 H -0.684 -3.642 -4.148  0.1033
45 H -0.998 -1.638 -2.837  0.1097
46 C -0.954 1.216 -2.855  -0.1170
47 H -1.640 0.447 -2.515  0.0920
48 H -1.237 1.479 -3.876  0.1317
49 C -1.093 2.455 -1.968  -0.1800
50 N -2.474 2.901 -1.908  -0.1615
51 C -3.324 2.109 -1.035  -0.1514
52 C -3.101 2.357 0.466  -0.3667
53 C -4.068 1.516 1.290  -0.0634
54 H -3.954 0.462 1.047  0.0602
55 H -5.096 1.806 1.080  0.0806
56 H -3.884 1.651 2.354  0.0772
57 C -3.264 3.850 0.757  -0.1792
58 C -2.353 4.671 -0.153  -0.1781
59 C -2.635 4.311 -1.617  -0.1993
60 H -1.984 4.883 -2.282  0.1133
61 H -3.672 4.573 -1.853  0.1195
62 H -1.307 4.456 0.080  0.1076
63 H -2.521 5.739 0.003  0.1061
64 H -3.039 4.057 1.807  0.1128
65 H -4.304 4.136 0.576  0.1178
66 H -2.076 2.060 0.723  0.1311
67 H -3.179 1.051 -1.254  0.1096
68 H -4.361 2.361 -1.283  0.1321
69 H -0.496 3.264 -2.400  0.1297
70 H -0.674 2.235 -0.974  0.1145
71 H 1.102 1.469 -3.345  0.1374
72 H -1.700 -1.780 2.274  0.1169
73 H 1.690 -1.829 3.122  0.1325
74 H 1.124 -0.252 3.627  0.1328
75 H 0.880 -1.098 5.960  0.1169
76 H 1.445 -2.684 5.437  0.1167
77 H -1.250 -2.116 6.747  0.1087
78 H -0.688 -3.701 6.220  0.1087
79 H -0.327 -3.403 8.658  0.0666
80 H 0.658 -1.972 8.351  0.0698
81 H 1.220 -3.558 7.824  0.0698


C32H44B2BeF8N4O4 | the ωB97M-V functional and the def2-TZVPD basis

Results
M = 731.35 g/mol
Max |F| = 0.0805 hartree/bohr
Energy = -71551.6817 eV

Last column: Löwdin charge in e.
Element x y z (Å)
1 Be 0.012 0.241 0.304  0.9816
2 B -2.520 -0.523 -0.901  -1.4505
3 F -1.280 -0.592 -1.539  0.1186
4 F -3.218 -1.698 -1.151  0.1356
5 F -2.304 -0.451 0.445  0.1420
6 F -3.222 0.566 -1.281  0.1841
7 B 2.972 0.408 1.351  -1.4397
8 F 2.129 -0.719 1.353  0.0978
9 F 3.564 0.630 2.516  0.2133
10 F 3.964 0.256 0.339  0.0856
11 F 2.113 1.418 1.084  0.1531
12 N 0.765 1.539 -1.864  0.0675
13 C -0.165 2.137 -2.681  -0.1266
14 C 0.203 2.781 -3.840  -0.0718
15 C 1.535 2.936 -4.200  -0.0701
16 C 2.479 2.424 -3.363  -0.0556
17 C 2.096 1.665 -2.235  -0.0783
18 H -1.181 1.920 -2.386  0.1054
19 H -0.650 3.155 -4.387  0.1097
20 H 1.740 3.531 -5.078  0.1127
21 H 3.507 2.593 -3.648  0.1082
22 H 2.869 1.251 -1.604  0.0916
23 N -1.017 2.662 0.585  0.0715
24 C -0.452 3.856 0.143  -0.1173
25 C -1.147 5.045 -0.116  -0.0548
26 C -2.545 5.101 0.119  -0.0488
27 C -3.118 3.924 0.621  -0.0487
28 C -2.347 2.768 0.906  -0.1040
29 H 0.581 3.872 -0.172  0.0997
30 H -0.675 5.901 -0.576  0.1022
31 H -3.140 5.945 -0.199  0.1040
32 H -4.172 3.975 0.854  0.1012
33 H -2.857 1.948 1.390  0.0883
34 N -0.946 0.242 2.999  0.0702
35 C 0.068 0.618 3.879  -0.1101
36 C -0.162 1.075 5.136  -0.0853
37 C -1.458 1.254 5.565  -0.0454
38 C -2.504 0.811 4.699  -0.0514
39 C -2.235 0.269 3.460  -0.1419
40 H 1.094 0.460 3.582  0.0967
41 H 0.651 1.282 5.816  0.1095
42 H -1.760 1.713 6.495  0.1043
43 H -3.490 0.883 5.133  0.0994
44 H -3.010 -0.003 2.759  0.0875
45 N -0.279 -2.393 1.021  0.0848
46 C -0.917 -3.179 0.076  -0.1367
47 C -1.141 -4.528 0.233  -0.0329
48 C -0.687 -5.096 1.482  -0.0612
49 C -0.186 -4.310 2.492  -0.0824
50 C 0.127 -2.999 2.162  -0.1248
51 H -1.168 -2.811 -0.908  0.0828
52 H -1.670 -5.169 -0.456  0.1066
53 H -0.968 -6.103 1.751  0.0991
54 H 0.013 -4.675 3.489  0.1068
55 H 0.397 -2.295 2.935  0.0986
56 C -6.120 -3.413 3.504  -0.0293
57 C -4.856 -2.551 3.498  -0.4841
58 O -4.832 -1.448 4.011  0.0604
59 C -3.705 -3.174 2.832  -0.0108
60 H -6.856 -2.999 2.815  0.0882
61 H -6.655 -3.310 4.449  0.0802
62 H -6.118 -4.469 3.238  0.0757
63 H -2.995 -3.636 3.519  0.0992
64 H -3.136 -2.491 2.201  0.0776
65 H -4.286 -3.886 2.247  0.0787
66 C -1.123 -3.053 -4.543  -0.0218
67 C -0.870 -1.840 -5.324  -0.5268
68 O -1.413 -1.725 -6.401  0.0738
69 C 0.233 -0.993 -4.912  -0.0149
70 H -0.300 -3.767 -4.575  0.0857
71 H -2.058 -3.557 -4.788  0.0934
72 H -1.183 -2.831 -3.477  0.0675
73 H 0.548 -1.140 -3.879  0.0656
74 H -0.112 0.034 -5.028  0.0853
75 H 1.084 -0.998 -5.594  0.1026
76 C 1.758 -3.534 -2.344  -0.0149
77 C 2.201 -2.275 -1.598  -0.3489
78 O 1.380 -1.349 -1.293  -0.0288
79 C 3.620 -2.334 -1.022  -0.0102
80 H 1.944 -3.480 -3.417  0.0847
81 H 0.722 -3.823 -2.172  0.0611
82 H 2.345 -4.403 -2.046  0.0781
83 H 4.256 -1.582 -1.488  0.0884
84 H 4.115 -3.303 -1.083  0.0751
85 H 3.737 -2.064 0.027  0.0757
86 C 4.611 3.421 0.100  -0.0127
87 C 5.018 4.802 -0.357  -0.4763
88 O 4.250 5.575 -0.943  0.0322
89 C 6.467 5.156 -0.336  -0.0356
90 H 4.516 3.421 1.186  0.1015
91 H 5.308 2.641 -0.207  0.0919
92 H 3.630 3.230 -0.336  0.0610
93 H 7.102 4.380 0.092  0.0727
94 H 6.682 6.064 0.226  0.0868
95 H 6.804 5.195 -1.372  0.0904


C32H44BKN4O2P2S3 | the ωB97M-V functional and the def2-TZVPD basis

Results
M = 724.79 g/mol
Relative energy (zero: lowest compared OMol25 entry of this formula, charge and spin) = 0.0349 eV
Max |F| = 0.0088 hartree/bohr
Energy = -112040.3821 eV
Charge = -2

Last column: Löwdin charge in e.
Element x y z (Å)
1 K 0.471 -0.144 0.855  0.4433
2 C 3.449 3.664 -0.754  -0.0442
3 C 2.731 2.334 -0.682  -0.2882
4 N 1.459 2.270 -0.584  0.0037
5 N 0.752 3.447 -0.681  -0.1382
6 C 0.029 3.775 0.331  -1.1323
7 S -0.057 3.071 1.898  0.4517
8 S -1.064 5.133 -0.189  0.8131
9 C -1.494 5.914 1.391  -0.4967
10 C -0.537 6.997 1.794  -0.2927
11 C -0.859 8.339 1.610  -0.0653
12 C 0.036 9.344 1.954  -0.1149
13 C 1.272 9.015 2.491  -0.1227
14 C 1.600 7.677 2.680  -0.0900
15 C 0.707 6.676 2.336  -0.0385
16 C 3.547 1.099 -0.769  -0.1088
17 C 4.915 1.195 -0.498  -0.0873
18 C 5.806 0.148 -0.659  -0.1491
19 C 5.319 -1.060 -1.165  -0.1348
20 C 3.981 -1.201 -1.442  -0.0422
21 C 3.011 -0.171 -1.195  -0.4123
22 O 1.775 -0.415 -1.370  -0.2497
23 H 2.729 4.439 -1.006  0.0590
24 H 4.245 3.631 -1.499  0.0708
25 H 3.897 3.915 0.211  0.0795
26 H -1.504 5.096 2.117  0.0107
27 H -2.501 6.316 1.267  0.0640
28 H -1.823 8.598 1.186  0.1020
29 H -0.235 10.382 1.799  0.0879
30 H 1.975 9.796 2.758  0.0863
31 H 2.564 7.412 3.098  0.0969
32 H 0.958 5.629 2.474  0.0730
33 H 5.304 2.140 -0.137  0.0897
34 H 6.854 0.274 -0.412  0.0722
35 H 5.995 -1.894 -1.340  0.0846
36 H 3.589 -2.127 -1.845  0.0831
37 C -3.638 2.539 1.152  -0.3212
38 P -3.016 1.041 0.296  0.8471
39 C -3.832 1.270 -1.345  -0.3026
40 C -4.183 -0.202 1.028  -0.4586
41 C -4.068 -1.593 0.395  -0.4624
42 P -2.347 -2.270 0.484  0.8254
43 C -2.283 -2.768 2.247  -0.2963
44 C -2.631 -3.907 -0.303  -0.3082
45 H -3.137 3.410 0.724  -0.0130
46 H -3.343 2.484 2.200  0.0302
47 H -4.724 2.655 1.072  0.0321
48 H -4.913 1.414 -1.256  0.0323
49 H -3.634 0.398 -1.971  0.0118
50 H -3.388 2.139 -1.833  0.0319
51 H -5.212 0.170 0.954  0.0683
52 H -3.940 -0.260 2.094  0.0692
53 H -4.338 -1.539 -0.666  0.0579
54 H -4.771 -2.288 0.870  0.0706
55 H -3.124 -3.402 2.540  0.0423
56 H -2.251 -1.889 2.891  0.0259
57 H -1.344 -3.294 2.424  0.0293
58 H -3.453 -4.463 0.158  0.0290
59 H -1.709 -4.482 -0.212  0.0285
60 H -2.830 -3.774 -1.368  0.0227
61 N 1.141 -2.896 0.777  0.1891
62 C 2.008 -3.491 0.318  -0.1321
63 C 3.074 -4.293 -0.227  -0.2181
64 C 4.201 -4.510 0.563  -0.0244
65 C 5.245 -5.276 0.072  -0.0876
66 C 5.164 -5.820 -1.204  -0.0989
67 C 4.038 -5.596 -1.985  -0.0806
68 C 2.986 -4.832 -1.505  -0.0288
69 H 4.254 -4.063 1.546  0.1244
70 H 6.125 -5.437 0.681  0.0979
71 H 5.983 -6.413 -1.592  0.0931
72 H 3.983 -6.010 -2.985  0.0983
73 H 2.111 -4.609 -2.103  0.0936
74 B -0.555 -2.580 5.654  -0.5044
75 C 0.105 -1.738 4.472  -0.3181
76 N 0.575 -1.154 3.592  0.0333
77 H -0.387 -3.769 5.430  -0.0235
78 H -1.751 -2.331 5.685  -0.0240
79 H -0.031 -2.268 6.711  -0.0283
80 C -0.046 -2.351 -5.123  -0.2849
81 S 0.659 -1.965 -3.498  0.8296
82 C -0.574 -0.733 -3.070  -0.2542
83 O 0.343 -3.199 -2.699  -0.5638
84 H -1.089 -2.643 -4.997  0.0443
85 H 0.524 -3.177 -5.541  0.0363
86 H 0.040 -1.474 -5.767  0.0425
87 H -0.485 0.096 -3.773  0.0624
88 H -0.336 -0.372 -2.074  0.0219
89 H -1.558 -1.200 -3.109  0.0490